Record 1
Formula: C36H59N6O4S2SiTi
Source: the Open Molecules 2025 dataset
Level of theory: ωB97M-V with the def2-TZVPD basis set

Its total energy is -3971.39090 a.u. For the orbital gap, the calculation gives 6.8 eV. As for the LUMO energy: -9.35 eV. The calculation puts the energy above the lowest of the compared OMol25 structures with the same formula, charge and spin at 30.06 kcal/mol.

```
! RIJCOSX wB97M-V def2-TZVPD def2/J DEFGRID3
* xyz 3 1
Ti -0.8370 0.5611 0.7320
C 3.7243 2.0541 -2.2223
C 3.9125 1.4270 -0.8520
C 5.0912 0.4692 -0.8243
C 4.0410 2.4763 0.2352
O 2.6763 0.6518 -0.5181
Si 2.3064 -0.9079 -0.9776
S 0.1234 -0.9456 -0.6920
O 2.6468 -1.1017 -2.5037
C 2.2878 -1.7080 -3.7926
C 3.5837 -1.8530 -4.5660
C 1.3363 -0.7389 -4.4711
C 1.6244 -3.0519 -3.5524
O 2.8651 -1.8887 0.1549
C 3.4690 -3.2193 0.2993
C 4.5327 -3.4140 -0.7687
C 2.3555 -4.2482 0.1882
C 4.0899 -3.2305 1.6837
H 4.6128 2.6297 -2.4830
H 2.8685 2.7341 -2.2303
H 3.5745 1.2883 -2.9832
H 6.0100 1.0203 -1.0225
H 4.9934 -0.3007 -1.5940
H 5.1794 -0.0075 0.1539
H 4.9464 3.0596 0.0668
H 4.1161 2.0105 1.2197
H 3.1955 3.1706 0.2261
H 4.0417 -0.8785 -4.7427
H 3.3871 -2.3187 -5.5321
H 4.2915 -2.4799 -4.0222
H 1.7998 0.2437 -4.5749
H 0.4106 -0.6416 -3.8970
H 1.0852 -1.1036 -5.4679
H 2.3063 -3.7401 -3.0532
H 1.3424 -3.4975 -4.5067
H 0.7169 -2.9357 -2.9508
H 4.1086 -3.3134 -1.7686
H 4.9698 -4.4089 -0.6835
H 5.3326 -2.6812 -0.6512
H 1.8204 -4.1415 -0.7564
H 1.6450 -4.1369 1.0117
H 2.7701 -5.2559 0.2329
H 4.7765 -2.3902 1.7963
H 4.6524 -4.1528 1.8344
H 3.3227 -3.1715 2.4592
C 0.7559 -1.1609 2.5724
N -0.3977 -0.2061 2.6915
C -1.6113 -0.9924 3.0508
C -0.0684 0.6868 3.8651
C -0.6739 2.0505 3.7663
N -0.2191 2.6960 2.5453
C -0.8075 4.0353 2.4508
C 1.2433 2.8275 2.4716
H 0.9404 -1.6274 3.5427
H 1.6500 -0.6299 2.2522
H 0.5329 -1.9309 1.8423
H -1.4521 -1.4893 4.0078
H -1.7756 -1.7505 2.2985
H -2.4813 -0.3412 3.1445
H 1.0128 0.7617 3.9246
H -0.4030 0.1953 4.7781
H -0.4175 2.6116 4.6756
H -1.7670 1.9887 3.7300
H -0.4206 4.6913 3.2389
H -1.8891 3.9858 2.5608
H -0.5664 4.4832 1.4868
H 1.6600 3.2416 3.3976
H 1.4947 3.5059 1.6590
H 1.7289 1.8757 2.2594
N -4.8617 -0.7801 -0.0596
C -5.2674 0.4234 -0.6979
C -6.5813 0.8573 -0.6109
C -6.9751 1.9606 -1.3522
C -6.0661 2.6139 -2.1780
C -4.7457 2.1914 -2.2432
C -4.3485 1.0991 -1.4896
S -2.7412 0.3954 -1.5706
N -2.6269 -0.2140 0.0659
C -3.6377 -1.0908 0.3108
C -3.4595 -2.4522 0.8892
C -4.4664 -3.0952 1.5952
C -4.2627 -4.4163 1.9720
C -3.0735 -5.0308 1.6303
C -2.1104 -4.2884 0.9481
N -2.2927 -3.0252 0.5878
H -5.5747 -1.4894 0.0515
H -7.2951 0.3290 0.0117
H -8.0008 2.3007 -1.2998
H -6.3910 3.4526 -2.7800
H -4.0369 2.6938 -2.8912
H -5.3788 -2.5889 1.8916
H -5.0231 -4.9483 2.5294
H -2.8831 -6.0621 1.8940
H -1.1552 -4.7273 0.6816
O 0.5197 1.7964 0.0237
C 0.0354 2.6923 -0.9904
C -1.2774 3.2180 -0.4942
C -1.8323 4.4071 -0.9171
C -3.0322 4.8167 -0.3502
C -3.6437 4.0118 0.6001
C -3.0470 2.8152 0.9374
N -1.8812 2.4253 0.4040
H 1.4699 1.3948 -0.2985
H -0.0883 2.1477 -1.9300
H 0.7434 3.5044 -1.1415
H -1.3199 5.0168 -1.6510
H -3.4807 5.7578 -0.6439
H -4.5770 4.2999 1.0655
H -3.5073 2.1462 1.6539
*
```

Here are the Löwdin charges for atoms 1 to 8, given in e: number 1, Ti, carries 0.90; number 2, C, carries 0.01; number 3, C, carries -0.56; number 4, C, carries -0.01; number 5, C, carries -0.01; number 6, O, carries -0.18; number 7, Si, carries -0.01; number 8, S, carries 0.58

---

Record 2
Formula: C18H19IrN6S2
Source: the Open Molecules 2025 dataset
Level of theory: ωB97M-V with the def2-TZVPD basis set

Its total energy is -1925.54779 a.u. For the orbital gap (spin up / spin down), the calculation gives 6.8 / 4.8 eV. As for the LUMO energy (spin up / spin down): -9.04 / -12.62 eV.

```
! RIJCOSX wB97M-V def2-TZVPD def2/J DEFGRID3
* xyz 3 6
Ir -1.0352 -0.1536 -0.1846
N -2.5472 2.2543 0.0399
N -3.8710 1.9186 0.3368
C -4.3065 0.6633 0.2581
N -5.5889 0.4155 0.4253
S -3.2718 -0.7044 -0.0615
H -2.2163 2.9110 0.7400
H -2.5156 2.7076 -0.8698
H -4.5447 2.6689 0.4459
H -6.2727 1.1427 0.5876
H -5.9334 -0.5310 0.3593
C 0.5305 2.6986 -0.9231
C 0.9554 1.6025 -1.8490
C 1.8354 1.9084 -2.8964
C 2.2039 0.9369 -3.7816
C 1.7330 -0.3784 -3.5999
C 2.1204 -1.4310 -4.4720
C 1.7013 -2.7213 -4.2601
C 0.8941 -3.0031 -3.1630
C 0.4706 -1.9940 -2.2875
S -0.5023 -2.4167 -0.9660
C 0.8813 -0.6379 -2.5119
N 0.4751 0.3678 -1.6666
H 1.3057 3.4593 -0.8519
H 0.3043 2.3277 0.0771
H -0.3560 3.1950 -1.3232
H 2.1995 2.9213 -2.9957
H 2.8646 1.1610 -4.6100
H 2.7642 -1.1914 -5.3091
H 2.0014 -3.5163 -4.9279
H 0.5740 -4.0190 -2.9694
N -0.3766 -2.1672 3.6901
C -0.9335 -1.8028 2.5501
N -0.2560 -0.8042 1.9311
C 0.7884 -0.5244 2.7297
C 1.8406 0.4302 2.5688
C 2.7890 0.4946 3.5457
C 2.7280 -0.3613 4.6738
C 1.6985 -1.3240 4.8538
C 0.7560 -1.3764 3.8743
H -0.7193 -2.8944 4.3071
H -1.8331 -2.2526 2.1556
H 1.8706 1.0678 1.6955
H 3.6065 1.1984 3.4764
H 3.4981 -0.2831 5.4312
H 1.6896 -1.9632 5.7270
*
```

Here are the Löwdin charges for atoms 1 to 8, given in e: number 1, Ir, carries 0.83; number 2, N, carries 0.00; number 3, N, carries -0.04; number 4, C, carries -0.73; number 5, N, carries 0.16; number 6, S, carries 0.61; number 7, H, carries 0.11; number 8, H, carries 0.11

---

Record 3
Formula: H18O9
Source: the Open Molecules 2025 dataset
Level of theory: ωB97M-V with the def2-TZVPD basis set

Its total energy is -687.87488 a.u. For the orbital gap, the calculation gives 9.8 eV. The structure (SMILES) is O.O.O.O.O.O.O.O.O. As for the LUMO energy: 0.07 eV. The calculation puts the energy above the lowest of the compared OMol25 structures with the same formula, charge and spin at 94.70 kcal/mol.

```
! RIJCOSX wB97M-V def2-TZVPD def2/J DEFGRID3
* xyz 0 1
O -0.0358 -0.8145 1.0943
H 0.5927 -1.0599 0.4060
H -0.8580 -0.6582 0.6162
O 1.9027 -2.1960 -4.3755
H 1.8392 -2.2596 -3.4159
H 1.0298 -1.8918 -4.6487
O -0.8366 3.3876 1.7149
H -0.3994 3.8272 0.9769
H -1.6885 3.8333 1.7821
O -2.0614 1.5347 1.3458
H -1.6835 0.8009 0.8482
H -1.3684 1.7759 1.9707
O -0.8062 1.1624 -0.6578
H -1.1727 2.0252 -0.4337
H 0.1284 1.3382 -0.8148
O 0.0722 0.6867 3.3819
H 0.6765 1.3739 3.0792
H -0.2938 1.0403 4.2005
O 3.0228 -1.9114 -1.1786
H 2.9881 -2.0932 -0.2327
H 3.1505 -2.7785 -1.5795
O 3.6288 0.0017 -3.0442
H 2.6887 0.2056 -2.9838
H 3.7260 -0.4006 -3.9146
O -4.9066 -1.9429 1.6997
H -5.1291 -1.9342 2.6375
H -4.0653 -2.4118 1.6626
*
```

Here are the Löwdin charges for atoms 1 to 8, given in e: number 1, O, carries -0.06; number 2, H, carries 0.03; number 3, H, carries 0.02; number 4, O, carries -0.05; number 5, H, carries 0.01; number 6, H, carries 0.04; number 7, O, carries -0.06; number 8, H, carries 0.06

---

Record 4
Formula: C3H11N4
Source: the Open Molecules 2025 dataset
Level of theory: ωB97M-V with the def2-TZVPD basis set

Its total energy is -339.49533 a.u. For the orbital gap (spin up / spin down), the calculation gives 5.8 / 7.8 eV. As for the LUMO energy (spin up / spin down): -3.41 / -6.87 eV. The calculation puts the energy above the lowest of the compared OMol25 structures with the same formula, charge and spin at 23.25 kcal/mol.

```
! RIJCOSX wB97M-V def2-TZVPD def2/J DEFGRID3
* xyz 1 3
C 1.1214 0.1344 0.0059
C 2.4225 0.7151 -0.2601
C -1.3251 0.0742 0.0725
N 1.2157 -1.1449 0.3769
N -1.3867 -1.2024 -0.4749
N -2.4595 0.8294 -0.1250
N -0.0902 0.7451 -0.1629
H 2.4528 1.7597 -0.3147
H 3.2261 0.5010 0.4604
H 2.7208 0.1060 -1.1433
H -1.2066 -0.1658 1.6373
H 2.0688 -1.6462 0.4603
H 0.4636 -1.7594 0.6502
H -1.1522 -1.2534 -1.4536
H -2.2547 -1.6182 -0.4178
H -2.4484 1.7578 0.2507
H -3.3531 0.4750 0.1487
H -0.0152 1.6926 0.2894
*
```

Here are the Löwdin charges for atoms 1 to 8, given in e: number 1, C, carries -0.41; number 2, C, carries -0.01; number 3, C, carries -0.53; number 4, N, carries 0.15; number 5, N, carries 0.12; number 6, N, carries 0.19; number 7, N, carries 0.12; number 8, H, carries 0.07

---

Record 5
Formula: C3H2Br2
Source: the Open Molecules 2025 dataset
Level of theory: ωB97M-V with the def2-TZVPD basis set

Its total energy is -5263.28128 a.u. For the orbital gap (spin up / spin down), the calculation gives 7.5 / 7.5 eV. As for the LUMO energy (spin up / spin down): -0.99 / -0.99 eV. The calculation puts the energy above the lowest of the compared OMol25 structures with the same formula, charge and spin at 92.20 kcal/mol.

```
! RIJCOSX wB97M-V def2-TZVPD def2/J DEFGRID3
* xyz 0 1
C -0.6714 0.1077 0.9056
C 0.5756 -0.8920 -0.9741
C 0.3238 0.3477 -0.1672
Br -2.1316 1.2301 0.9776
Br 0.5781 -2.4915 -0.1700
H 0.1180 1.2207 -0.9890
H 1.2075 0.4773 0.4171
*
```

Quick look at the Löwdin charges, all values in e: number 1, C, carries -0.59; number 2, C, carries -0.55; number 3, C, carries -0.55; number 4, Br, carries 0.69; number 5, Br, carries 0.75; number 6, H, carries 0.14; number 7, H, carries 0.11

---

Record 6
Formula: C12H29IrNO2S2
Source: the Open Molecules 2025 dataset
Level of theory: ωB97M-V with the def2-TZVPD basis set

Its total energy is -1579.25282 a.u. For the orbital gap (spin up / spin down), the calculation gives 8.1 / 3.9 eV. As for the LUMO energy (spin up / spin down): -9.20 / -13.43 eV. The calculation puts the energy above the lowest of the compared OMol25 structures with the same formula, charge and spin at 1.46 kcal/mol.

```
! RIJCOSX wB97M-V def2-TZVPD def2/J DEFGRID3
* xyz 3 5
Ir 0.1338 0.2795 0.1658
S 0.9276 -0.4179 2.4100
S 1.1481 0.9031 -1.9765
C 2.7431 -0.4320 2.6132
C 0.5977 -2.1831 2.0152
C 1.0864 -2.6032 0.6470
N 0.4587 -1.8190 -0.4395
C 1.2092 -1.8960 -1.7122
C 0.8461 -0.7774 -2.6630
H -0.4811 -2.2945 2.1074
H 1.0523 -2.8020 2.7861
H 0.9138 -3.6744 0.5130
H 2.1607 -2.4502 0.5805
H 1.0528 -2.8579 -2.2075
H 2.2674 -1.8392 -1.4703
H -0.2128 -0.7907 -2.9144
H 1.4008 -0.8761 -3.5940
C 2.9758 0.9548 -1.9525
H -0.4707 -2.1955 -0.6002
H 3.3942 0.1799 -1.3192
H 3.2486 1.9256 -1.5522
H 3.3578 0.8673 -2.9651
H 3.0312 0.5855 2.8562
H 3.2505 -0.7355 1.7039
H 3.0157 -1.0845 3.4370
C -5.0589 -1.8913 -0.6199
C -5.2640 -0.6409 -0.2374
H -5.0070 -2.7054 0.0918
H -4.9337 -2.1568 -1.6620
H -5.3891 -0.3754 0.8047
H -5.3159 0.1732 -0.9491
C 1.9330 2.5505 0.5331
O 0.8401 1.8847 1.1003
C -0.3358 2.6963 1.0724
C -1.6509 1.8270 1.2283
O -1.7624 0.7352 0.3058
C -2.1585 1.2046 -0.9625
H 2.8002 1.8636 0.5448
H 2.2349 3.3808 1.2081
H 1.7104 3.0067 -0.4528
H -0.3044 3.4236 1.9130
H -0.4243 3.2611 0.1188
H -1.6350 1.3825 2.2460
H -2.5503 2.4833 1.2020
H -3.1805 1.6392 -0.9153
H -1.4508 1.9480 -1.3801
H -2.2046 0.3428 -1.6585
*
```

Here are the Löwdin charges for atoms 1 to 8, given in e: number 1, Ir, carries 1.32; number 2, S, carries 0.97; number 3, S, carries 0.91; number 4, C, carries -0.25; number 5, C, carries -0.37; number 6, C, carries -0.22; number 7, N, carries -0.18; number 8, C, carries -0.22

---

Record 7
Formula: C9H11LuO6
Source: the Open Molecules 2025 dataset
Level of theory: ωB97M-V with the def2-TZVPD basis set

Its total energy is -2035.65958 a.u. For the orbital gap (spin up / spin down), the calculation gives 6.7 / 6.8 eV. As for the LUMO energy (spin up / spin down): -10.15 / -9.96 eV. The calculation puts the energy above the lowest of the compared OMol25 structures with the same formula, charge and spin at 76.24 kcal/mol.

```
! RIJCOSX wB97M-V def2-TZVPD def2/J DEFGRID3
* xyz 2 1
O -1.1084 -5.8135 -2.3176
C -0.7756 -4.7264 -2.4204
Lu -0.7082 0.1959 -1.2858
O 1.8284 -2.2146 -1.2123
C 0.9325 -1.5237 -1.4432
C 1.4552 1.0896 -1.6385
O 2.5264 1.4965 -1.7878
C 1.3809 0.2157 -4.3662
O 0.9239 1.2267 -4.8076
C 1.7198 -0.9235 -3.9016
O 2.2749 -1.9869 -3.9403
H -2.4037 0.0592 -1.0478
C -1.6747 2.1461 1.9293
C -0.5622 1.7918 0.9521
O -0.4199 0.3494 0.7951
C -0.4781 -0.4791 1.9935
C 0.5888 -0.1096 2.9859
H -2.6265 1.6878 1.6359
H -1.8144 3.2287 1.9134
H -1.4275 1.8517 2.9519
H -0.7833 2.2296 -0.0526
H 0.4121 2.1723 1.2732
H -1.4832 -0.3634 2.4032
H -0.3565 -1.4939 1.6172
H 0.5018 0.9209 3.3401
H 0.4866 -0.7636 3.8542
H 1.5907 -0.2639 2.5767
*
```

Here are the Löwdin charges for atoms 1 to 8, given in e: number 1, O, carries 0.05; number 2, C, carries 0.00; number 3, Lu, carries 1.51; number 4, O, carries 0.20; number 5, C, carries -0.07; number 6, C, carries -0.04; number 7, O, carries 0.22; number 8, C, carries -0.13

---

Record 8
Formula: C5H11NO
Source: the Open Molecules 2025 dataset
Level of theory: ωB97M-V with the def2-TZVPD basis set

Its total energy is -326.97510 a.u. For the orbital gap, the calculation gives 8.6 eV. The structure (SMILES) is C=CCNC=C.O. As for the LUMO energy: 0.85 eV. The calculation puts the energy above the lowest of the compared OMol25 structures with the same formula, charge and spin at 98.04 kcal/mol.

```
! RIJCOSX wB97M-V def2-TZVPD def2/J DEFGRID3
* xyz 0 1
C -1.0614 -0.5286 1.9171
C -0.0189 0.2985 1.5761
C -0.1835 1.5965 0.7912
N 0.6323 1.6363 -0.4985
C 0.0173 0.8558 -1.4867
C 0.6733 0.0635 -2.3227
H -0.9837 -1.4653 2.3986
H -2.1443 -0.0878 1.8979
H 1.0236 -0.1046 1.8632
H 0.0893 2.4646 1.4595
H -1.2885 1.5392 0.5862
H 1.6143 1.2804 -0.4120
H -1.0249 1.0630 -1.4569
H 1.7028 0.4299 -2.5522
H 0.5028 -0.9996 -2.3499
O -0.1225 -2.6333 -0.7204
H 0.3259 -1.9129 -0.2715
H 0.2463 -3.4956 -0.4192
*
```

Here are the Löwdin charges for atoms 1 to 8, given in e: number 1, C, carries -0.01; number 2, C, carries -0.20; number 3, C, carries -0.21; number 4, N, carries -0.05; number 5, C, carries -0.27; number 6, C, carries -0.03; number 7, H, carries 0.03; number 8, H, carries 0.10